C6H9N | the ωB97M-V functional and the def2-TZVPD basis

Element x y z (Å)
C (2.23248, 1.41676, 1.11343)
C (1.65645, 0.27390, 0.40489)
C (1.06417, -0.59935, -0.17737)
C (0.08425, -1.50101, -0.78727)
C (-1.32587, -0.92622, -0.64581)
C (-1.65033, 0.18068, 0.28327)
N (-1.53885, 0.42530, -1.15204)
H (2.87923, 2.00616, 0.45813)
H (2.80865, 1.12174, 1.99636)
H (1.41850, 2.07195, 1.44542)
H (0.12145, -2.48935, -0.31094)
H (0.30424, -1.65377, -1.85108)
H (-2.11085, -1.66324, -0.82294)
H (-0.85441, 0.62302, 0.87549)
H (-2.63192, 0.19915, 0.74875)
H (-2.45718, 0.51428, -1.57829)

Orbital gap (eV): 10.3
Structure (SMILES): CC#CC[C@H]1CN1
HOMO (eV): -9.15
Total charge: 0
Relative energy (zero: lowest compared OMol25 entry of this formula, charge and spin) (kJ/mol): 284.7

---

C6H9N | the ωB97M-V functional and the def2-TZVPD basis

Element x y z (Å)
C (-2.34278, 0.65678, 1.63518)
C (-1.66938, 0.23832, 0.40934)
C (-1.10566, -0.09272, -0.60379)
C (-0.05604, -0.41763, -1.57707)
C (1.23205, 0.08284, -0.93887)
C (1.61973, -0.42479, 0.38733)
N (2.36871, -0.81636, -0.81212)
H (-1.87079, 0.21016, 2.51795)
H (-3.39241, 0.35422, 1.61887)
H (-2.29558, 1.74507, 1.74586)
H (-0.22945, 0.06444, -2.54631)
H (0.00966, -1.49752, -1.75482)
H (1.43314, 1.13839, -1.11958)
H (1.02980, -1.22340, 0.83380)
H (2.02788, 0.28563, 1.10445)
H (3.24112, -0.30343, -0.90024)

Orbital gap (eV): 10.4
Structure (SMILES): CC#CC[C@H]1CN1
HOMO (eV): -9.38
Total charge: 0
Relative energy (zero: lowest compared OMol25 entry of this formula, charge and spin) (kJ/mol): 291.9

---

C6H9N2 | the ωB97M-V functional and the def2-TZVPD basis

Element x y z (Å)
C (-1.27987, -0.18485, 1.64653)
C (-2.58864, -0.07281, 1.27536)
C (-1.32026, 0.34543, -0.45711)
C (1.01712, 0.60399, -1.65278)
C (1.48605, -0.47292, -0.84793)
C (0.93021, -0.15964, 0.57767)
N (-0.49672, -0.00663, 0.54873)
N (-2.59222, 0.31495, -0.06407)
H (-0.92909, -0.39293, 2.67629)
H (-3.57055, -0.20554, 1.72708)
H (0.62019, 0.35974, -2.61704)
H (0.95997, 1.67315, -1.25542)
H (1.14241, -1.56558, -0.96502)
H (2.54319, -0.39112, -0.61821)
H (1.36040, -0.83438, 1.33158)
H (1.24264, 0.82979, 1.13628)
H (-3.42170, 0.57147, -0.52547)

Orbital gap (spin up / spin down) (eV): 7.6 / 7.6
HOMO (spin up / spin down) (eV): -13.38 / -13.38
Total charge: +1
Relative energy (zero: lowest compared OMol25 entry of this formula, charge and spin) (kJ/mol): 472.2

---

C6H9N2O | the ωB97M-V functional and the def2-TZVPD basis

Element x y z (Å)
C (0.95655, 1.70947, 0.63801)
C (0.35699, 1.99081, -0.67667)
C (0.93566, 0.50495, 1.29664)
C (-0.31123, 1.06647, -1.37074)
C (-0.24281, -0.53645, -0.47162)
C (0.30999, -1.81449, 1.47527)
N (0.28532, -0.58330, 0.73456)
N (-1.02779, -1.33755, -1.14767)
O (-0.90496, 0.93971, -2.56771)
H (1.41658, 2.65522, 1.01916)
H (0.47426, 3.10534, -0.95204)
H (1.26673, 0.34746, 2.23602)
H (1.41478, -2.22345, 1.67644)
H (-0.23557, -1.85434, 2.48581)
H (-0.36207, -2.62800, 1.04334)
H (-1.46076, -0.86216, -1.96281)
H (-1.39117, -2.14279, -0.68179)
H (-1.48052, 1.66310, -2.77421)

Orbital gap (eV): 9.5
Structure (SMILES): Cn1cccc(O)c1=[NH2+]
HOMO (eV): -12.79
Total charge: +1
Relative energy (zero: lowest compared OMol25 entry of this formula, charge and spin) (kJ/mol): 144.7